The following is a quantum chemistry calculation of C11H24Cl2N2O3PV as an isolated structure in a non-equilibrium geometry, from the Open Molecules 2025 dataset.

Total energy = -2973.926363 hartree
2S+1 = 3
Frontier orbital gap (spin up / spin down) = 4.90 / 5.56 eV
Net charge = +2
<S²> = 2.04

Last column: Löwdin spin population.
CARTESIAN COORDINATES (ANGSTROEM)
1 C 5.82 2.13 1.23  0.000
2 C 4.59 1.49 0.70  0.000
3 H 6.57 1.39 1.52  0.000
4 H 5.56 2.73 2.11  0.000
5 H 6.25 2.79 0.48  0.000
6 O 4.36 0.32 0.53  0.002
7 Cl 3.38 2.76 0.32  0.004
8 V 0.35 0.35 -0.39  1.939
9 P 1.05 0.19 -2.67  -0.024
10 C 1.24 -1.14 -3.88  -0.009
11 C 0.02 1.45 -3.50  0.011
12 H 2.68 1.76 -1.83  0.000
13 H 3.07 1.30 -3.52  -0.002
14 H 3.41 0.19 -2.14  0.000
15 C 2.71 0.93 -2.55  -0.006
16 H -0.03 2.33 -2.85  0.000
17 H 0.41 1.72 -4.49  0.001
18 H 1.53 -0.78 -4.88  -0.002
19 H 0.28 -1.67 -3.98  0.000
20 H -0.99 1.03 -3.60  0.000
21 H 1.99 -1.86 -3.53  0.000
22 C 1.25 -1.25 -0.06  0.049
23 O 1.68 -2.32 0.18  0.075
24 Cl 0.14 2.56 -0.16  -0.057
25 C -0.98 -2.30 2.91  0.000
26 N -2.26 -1.69 2.57  -0.002
27 C -3.43 -2.54 2.76  -0.001
28 C -2.18 -0.67 1.67  0.002
29 O -1.02 -0.31 1.32  0.007
30 N -3.25 0.00 1.15  0.000
31 C -4.61 -0.03 1.67  0.000
32 C -2.93 1.06 0.21  0.007
33 H -1.19 -2.97 3.76  0.000
34 H -0.24 -1.55 3.19  0.000
35 H -0.60 -2.88 2.05  0.000
36 H -4.13 -2.07 3.46  0.000
37 H -3.92 -2.78 1.81  0.000
38 H -3.09 -3.48 3.21  0.000
39 H -4.73 0.62 2.55  0.000
40 H -5.28 0.31 0.87  0.000
41 H -4.87 -1.06 1.93  0.000
42 H -2.31 1.85 0.66  0.000
43 H -2.39 0.63 -0.65  0.005
44 H -3.90 1.47 -0.11  0.000